31
Properties=species:S:1:pos:R:3:forces:R:3:nbo_charge:R:1 method="wB97M-V/def2-TZVPD" homo_ev=-11.710 smiles="C[C@@H]([C@@H]1C=CC=C1P(C)Cl)[NH+](C)C" total_charge=+1 relative_energy_kcal_mol=25.2 e_tot_ha=-1247.79669
C 2.208239 -1.388399 -2.090312 3.8443 0.2425 2.9929 -0.204
C 0.911723 -1.213767 -2.499910 -2.4760 0.4767 -0.1721 -0.260
C 2.398782 -0.949513 -0.812879 -1.9290 0.7561 -0.1512 -0.179
C 0.212551 -0.683988 -1.502634 -4.0689 2.1608 0.9349 -0.155
C 1.041976 -0.507892 -0.249628 -0.0529 -0.8060 -0.4807 -0.361
C 1.635010 0.576552 1.885252 -2.3785 -0.0033 3.8557 -0.632
C -1.308541 0.333470 1.838359 1.4656 -0.6338 -0.6169 -0.432
C -0.593116 2.595634 1.228561 2.1845 0.4654 -0.6521 -0.409
C -2.385858 -2.003962 -1.431820 -0.9111 1.9868 1.1333 -0.910
C 0.991075 0.815873 0.653029 -0.7919 -3.8536 -3.5504 -0.034
N -0.424872 1.177682 0.844835 -0.4973 0.5145 3.4566 -0.384
P -1.893864 -0.203293 -1.556069 3.8626 -2.5123 0.5886 0.687
Cl -2.122212 0.112832 -3.484295 -0.2143 0.3920 -1.3496 -0.216
H 3.022533 -1.800311 -2.614518 0.6225 -0.4464 -0.9452 0.236
H 0.524701 -1.462001 -3.444846 -0.4138 -0.2737 -1.0655 0.239
H 3.196392 -0.789293 -0.143814 1.4348 -0.5261 0.0263 0.218
H 0.768803 -1.394329 0.378827 0.0186 0.4927 -0.0572 0.256
H 1.353692 1.387495 2.534222 -0.0042 0.6842 0.6366 0.217
H 2.647592 0.606791 1.979644 2.8856 -0.5935 -0.3969 0.261
H 1.135960 -0.262365 2.406144 0.9737 -0.0875 -0.2889 0.216
H -2.348538 0.365512 1.429656 1.0461 -0.4252 0.3077 0.254
H -0.781803 -0.659523 1.948860 -1.3162 0.7840 -0.5357 0.238
H -1.281833 0.761157 2.843233 0.0786 0.3516 -0.3549 0.240
H -1.554365 2.732954 1.575677 -1.9588 0.3753 0.9102 0.225
H 0.167798 2.890924 1.970464 -0.5466 -0.2467 -0.2419 0.234
H -0.463302 3.209433 0.350917 0.1689 0.2026 -0.3046 0.233
H -3.431606 -1.738337 -1.264895 -0.5086 -1.1516 -0.1012 0.228
H -1.998335 -2.390747 -0.484173 0.0227 -0.0927 -0.2573 0.235
H -2.248851 -2.657859 -2.274310 0.2762 0.0325 -0.3173 0.259
H 1.461910 1.483624 0.010250 0.5010 2.0335 -0.7853 0.241
H -0.841641 1.055648 -0.023825 -1.3176 -0.2987 -2.2178 0.460